No. 1
This record from the Open Molecules 2025 dataset describes a structure of composition C36H44N4ReS4Sb. The level of theory is ωB97M-V/def2-TZVPD.

Properties
Lowest unoccupied orbital energy, eV: -7.7
E, hartree: -3528.13155
Net charge: +2
M, g/mol: 969.01
Frontier orbital gap, eV: 5.626
Highest occupied orbital energy, eV: -13.297

Last column: Mulliken charge in e.
CARTESIAN COORDINATES (ANGSTROEM)
Re1 -0.034 -0.556 -0.611  1.585
C1 2.850 3.222 -4.902  -1.160
C2 2.839 3.462 -3.390  -0.809
C3 1.650 2.832 -2.726  0.121
C4 0.349 3.217 -2.778  0.483
C5 -0.277 4.375 -3.493  -0.372
C6 0.476 5.705 -3.406  -1.380
C7 -0.412 2.230 -2.019  -0.229
C8 -1.736 2.238 -1.881  -1.968
C9 -2.535 1.236 -1.196  1.462
C10 -3.814 1.625 -0.559  0.361
C11 -4.662 2.798 -0.933  -1.167
C12 -5.524 2.617 -2.190  -1.251
C13 -4.067 0.705 0.395  0.563
C14 -2.903 -0.146 0.476  0.417
C15 -2.780 -1.197 1.423  -0.618
C16 -1.629 -1.804 1.740  -0.632
N1 -0.379 -1.536 1.167  -0.544
C17 0.498 -2.314 1.867  0.533
C18 1.864 -2.355 1.662  -0.501
C19 2.529 -1.577 0.754  0.169
N2 1.944 -0.656 -0.084  -0.675
C20 2.999 -0.089 -0.792  0.155
C21 2.890 0.933 -1.664  -0.703
C22 1.694 1.623 -1.939  0.743
N3 0.470 1.248 -1.501  -0.498
C23 4.263 -0.715 -0.402  0.600
C24 3.973 -1.619 0.553  0.656
C25 4.906 -2.489 1.330  -1.261
C26 5.273 -1.869 2.684  -1.054
C27 5.589 -0.387 -1.003  -1.293
C28 5.773 -1.031 -2.382  -1.128
C29 -0.182 -3.122 2.874  0.602
C30 -1.496 -2.813 2.798  0.975
C31 -2.703 -3.271 3.555  -0.241
C32 -2.514 -4.311 4.652  -1.766
C33 0.574 -4.033 3.792  -1.257
C34 1.221 -3.273 4.954  -1.081
N4 -1.919 0.257 -0.344  -0.323
C35 -5.275 0.586 1.272  -1.600
C36 -5.087 1.301 2.613  -1.137
H1 3.718 3.697 -5.358  0.415
H2 1.957 3.634 -5.373  0.296
H3 2.886 2.156 -5.131  0.333
H4 2.839 4.530 -3.180  0.374
H5 3.763 3.084 -2.952  0.418
H6 -1.286 4.529 -3.112  0.357
H7 -0.400 4.091 -4.544  0.424
H8 0.792 5.917 -2.385  0.380
H9 -0.181 6.511 -3.728  0.438
H10 1.350 5.727 -4.053  0.251
H11 -2.298 3.034 -2.349  0.442
H12 -4.025 3.680 -1.043  0.450
H13 -5.314 3.006 -0.084  0.437
H14 -4.922 2.500 -3.089  0.306
H15 -6.164 3.487 -2.322  0.449
H16 -6.161 1.736 -2.100  0.306
H17 -3.675 -1.483 1.955  0.665
H18 2.447 -3.028 2.271  0.495
H19 3.794 1.286 -2.135  0.435
H20 5.808 -2.658 0.741  0.486
H21 4.457 -3.474 1.477  0.467
H22 5.779 -0.914 2.547  0.340
H23 5.937 -2.530 3.239  0.390
H24 4.384 -1.691 3.293  0.248
H25 6.376 -0.727 -0.331  0.449
H26 5.700 0.698 -1.074  0.482
H27 5.702 -2.117 -2.314  0.335
H28 6.752 -0.781 -2.788  0.397
H29 5.016 -0.691 -3.090  0.311
H30 -3.423 -3.649 2.821  0.321
H31 -3.169 -2.380 3.988  0.482
H32 -2.183 -5.268 4.250  0.391
H33 -3.468 -4.481 5.148  0.465
H34 -1.806 -3.980 5.411  0.327
H35 1.337 -4.565 3.219  0.495
H36 -0.089 -4.800 4.178  0.368
H37 1.915 -2.508 4.601  0.294
H38 1.771 -3.957 5.598  0.398
H39 0.462 -2.773 5.558  0.315
H40 -5.504 -0.469 1.439  0.431
H41 -6.138 0.990 0.743  0.499
H42 -4.233 0.894 3.160  0.286
H43 -5.972 1.190 3.237  0.418
H44 -4.907 2.366 2.465  0.345
S1 -4.239 -1.288 -1.893  -0.058
Sb1 -3.078 -3.488 -2.134  0.699
S2 -3.173 0.135 -2.805  -0.029
S3 -0.215 -1.888 -2.157  -0.391
S4 -3.610 -4.332 -0.178  -0.412

No. 2
This record from the Open Molecules 2025 dataset describes a cluster of 2 separate species, C5H11B in total. The level of theory is ωB97M-V/def2-TZVPD.

Properties
Lowest unoccupied orbital energy (alpha / beta), eV: 0.0 / 0.1
E, hartree: -221.75086
Net charge: 0
Energy relative to the best compared isomer or geometry (same formula, charge and spin), kcal/mol: 124.60
M, g/mol: 81.95
Frontier orbital gap (alpha / beta), eV: 7.089 / 8.085
Highest occupied orbital energy (alpha / beta), eV: -7.046 / -7.941

Last column: Mulliken charge in e.
CARTESIAN COORDINATES (ANGSTROEM)
B1 -1.274 -0.097 0.590  -0.061
C1 2.260 -1.241 0.652  -0.847
C2 1.592 -0.125 0.357  0.170
C3 -2.083 1.274 0.634  -0.848
C4 -1.533 -1.204 -0.392  -0.737
C5 1.819 0.859 -0.632  -0.852
H1 3.223 -1.452 0.367  0.376
H2 1.843 -1.900 1.432  0.227
H3 -3.162 1.229 0.398  0.308
H4 -1.393 1.721 -0.185  0.222
H5 -2.119 1.742 1.535  0.326
H6 -0.835 -1.147 -1.227  0.304
H7 -2.568 -1.005 -0.901  0.257
H8 -1.433 -2.224 -0.021  0.317
H9 1.694 1.885 -0.134  0.251
H10 2.850 0.809 -1.012  0.359
H11 1.119 0.876 -1.461  0.227

No. 3
This record from the Open Molecules 2025 dataset describes a structure of composition C17H40O25S7. The level of theory is ωB97M-V/def2-TZVPD.

Properties
Lowest unoccupied orbital energy, eV: 0.1
E, hartree: -5339.86127
Net charge: 0
Energy relative to the best compared isomer or geometry (same formula, charge and spin), kcal/mol: 34.34
M, g/mol: 868.95
Frontier orbital gap, eV: 10.305
Highest occupied orbital energy, eV: -10.205

Last column: Mulliken charge in e.
CARTESIAN COORDINATES (ANGSTROEM)
O1 -1.975 4.477 -3.538  -0.583
S1 -2.116 5.736 -2.844  1.122
O2 -3.443 6.366 -2.787  -0.684
O3 -1.675 5.652 -1.387  -0.338
C1 -0.909 4.470 -0.935  0.467
C2 -0.098 4.795 0.352  -1.308
C3 -1.125 6.948 -3.473  -0.723
H1 -0.136 4.332 -1.677  -0.197
H2 -1.604 3.647 -0.804  0.326
H3 0.455 5.710 0.252  0.391
H4 0.675 4.030 0.552  0.266
H5 -0.723 4.897 1.235  0.371
H6 -1.579 7.163 -4.435  0.351
H7 -0.110 6.634 -3.615  0.183
H8 -1.269 7.815 -2.826  0.328
O4 -1.320 -0.842 4.644  -0.451
S2 -0.769 -0.675 5.990  1.116
O5 -1.114 -1.711 6.937  -0.637
O6 0.745 -0.694 5.812  -0.314
C4 1.373 0.149 4.825  0.162
C5 2.846 -0.331 4.495  -1.227
C6 -1.212 0.902 6.764  -1.032
H9 1.401 1.182 5.193  0.247
H10 0.761 0.170 3.940  0.098
H11 2.789 -1.396 4.212  0.301
H12 3.543 -0.348 5.344  0.365
H13 3.415 0.210 3.717  0.340
H14 -1.076 1.759 6.132  0.309
H15 -0.549 0.898 7.653  0.374
H16 -2.254 0.738 7.028  0.397
O7 2.348 4.986 -5.756  -0.659
S3 2.486 4.522 -4.355  1.109
O8 1.477 5.082 -3.407  -0.549
O9 2.277 2.976 -4.305  -0.351
C7 1.325 2.247 -3.444  0.312
C8 -0.013 2.022 -4.180  -1.036
C9 4.154 4.811 -3.805  -0.981
H17 1.183 2.753 -2.502  0.084
H18 1.782 1.266 -3.287  0.116
H19 0.180 1.598 -5.152  0.402
H20 -0.512 2.974 -4.398  0.228
H21 -0.678 1.348 -3.654  0.309
H22 4.495 5.826 -3.993  0.345
H23 4.761 4.115 -4.391  0.378
H24 4.170 4.532 -2.773  0.315
C10 -0.382 -5.916 0.022  -0.326
C11 -0.702 -7.194 1.028  -0.351
O10 -0.929 -6.530 2.271  -0.356
S4 -0.132 -5.184 2.371  1.095
O11 1.214 -5.483 2.672  -0.632
O12 -0.926 -4.299 3.145  -0.447
O13 -0.096 -4.845 0.850  -0.031
H25 -1.292 -5.757 -0.536  0.296
H26 0.475 -6.210 -0.582  0.242
H27 0.120 -7.900 1.106  0.264
H28 -1.664 -7.692 0.851  0.264
C12 -4.385 -3.348 2.225  -0.211
C13 -4.032 -2.074 3.050  0.293
O14 -4.187 -1.086 2.053  -0.197
S5 -5.476 -1.367 1.218  1.112
O15 -5.181 -1.067 -0.133  -0.543
O16 -6.585 -0.931 1.936  -0.562
O17 -5.490 -2.907 1.416  -0.393
H29 -4.873 -4.112 2.788  0.330
H30 -3.661 -3.746 1.545  0.162
H31 -2.940 -2.057 3.240  -0.249
H32 -4.636 -1.880 3.915  0.280
C14 3.721 -3.752 -4.311  -0.369
C15 4.294 -2.626 -3.425  -0.262
O18 3.312 -2.694 -2.335  -0.297
S6 1.884 -2.970 -2.838  1.058
O19 1.221 -1.740 -3.130  -0.463
O20 1.340 -3.967 -1.960  -0.493
O21 2.316 -3.506 -4.264  -0.299
H33 3.910 -4.750 -3.922  0.289
H34 3.957 -3.636 -5.390  0.294
H35 4.222 -1.666 -3.893  0.251
H36 5.231 -2.838 -2.900  0.274
C16 -0.982 -0.978 1.248  0.635
C17 -0.926 -1.164 -0.322  -0.198
O22 0.078 -0.242 -0.742  -0.153
S7 1.172 -0.091 0.334  0.889
O23 1.486 1.303 0.499  -0.602
O24 2.137 -1.113 0.034  -0.514
O25 0.315 -0.508 1.566  -0.186
H37 -1.129 -1.930 1.769  -0.502
H38 -1.712 -0.227 1.612  0.165
H39 -1.823 -0.879 -0.830  0.422
H40 -0.645 -2.185 -0.602  -0.022

No. 4
This record from the Open Molecules 2025 dataset describes a structure of composition C46H64AlAsF6N2S5SbSi3. The level of theory is ωB97M-V/def2-TZVPD.

Properties
Lowest unoccupied orbital energy (alpha / beta), eV: -0.7 / -2.3
E, hartree: -8078.23203
Net charge: 0
Energy relative to the best compared isomer or geometry (same formula, charge and spin), kcal/mol: 0.00
M, g/mol: 1227.28
Frontier orbital gap (alpha / beta), eV: 6.754 / 5.166
Highest occupied orbital energy (alpha / beta), eV: -7.428 / -7.431
2S+1: 2

Last column: Mulliken spin population.
CARTESIAN COORDINATES (ANGSTROEM)
Al1 -0.423 -0.596 1.565  0.042
C1 -3.806 5.361 3.919  0.000
C2 -3.900 4.764 2.516  0.000
C3 -3.341 5.781 1.511  0.000
C4 -5.374 4.476 2.195  0.000
C5 -3.112 3.464 2.399  0.000
C6 -2.457 2.867 3.462  0.001
C7 -1.723 1.704 3.266  -0.001
N1 -1.619 1.112 2.075  0.006
C8 -2.306 1.643 1.048  -0.001
C9 -3.035 2.806 1.170  0.001
C10 -2.214 0.891 -0.232  -0.003
C11 -3.001 1.165 -1.333  -0.001
C12 -2.841 0.445 -2.518  0.001
C13 -1.864 -0.541 -2.524  0.004
C14 -1.135 -0.787 -1.375  0.010
N2 -1.300 -0.093 -0.247  -0.010
C15 -3.708 0.765 -3.730  0.000
C16 -5.189 0.685 -3.334  0.000
C17 -3.456 -0.211 -4.880  0.000
C18 -3.373 2.189 -4.200  0.000
H1 -4.360 6.301 3.948  0.000
H2 -2.771 5.573 4.199  0.000
H3 -4.238 4.698 4.671  0.000
H4 -3.896 6.719 1.587  0.000
H5 -3.426 5.428 0.480  0.000
H6 -2.287 5.991 1.714  0.000
H7 -5.966 5.388 2.312  0.000
H8 -5.778 3.717 2.868  0.000
H9 -5.502 4.122 1.169  0.000
H10 -2.472 3.291 4.456  0.000
H11 -1.207 1.259 4.106  0.000
H12 -3.542 3.213 0.305  0.000
H13 -3.750 1.943 -1.270  0.000
H14 -1.679 -1.161 -3.390  0.000
H15 -0.400 -1.578 -1.339  -0.006
H16 -5.440 -0.310 -2.957  0.000
H17 -5.814 0.887 -4.208  0.000
H18 -5.449 1.415 -2.565  0.000
H19 -3.643 -1.246 -4.581  0.000
H20 -2.432 -0.140 -5.257  0.000
H21 -4.129 0.025 -5.707  0.000
H22 -3.576 2.928 -3.421  0.000
H23 -3.978 2.444 -5.074  0.000
H24 -2.319 2.269 -4.478  0.000
C19 0.597 -2.195 0.812  -0.023
C20 0.058 -3.378 0.795  0.004
C21 -0.527 -4.556 0.735  0.003
C22 -0.175 -5.647 1.686  0.001
C23 1.041 -5.621 2.371  0.000
C24 1.367 -6.617 3.276  0.000
C25 0.485 -7.665 3.511  0.000
C26 -0.729 -7.697 2.840  0.000
C27 -1.059 -6.695 1.937  0.000
C28 -1.561 -4.767 -0.321  0.000
C29 -1.525 -5.874 -1.167  0.000
C30 -2.455 -6.012 -2.188  0.000
C31 -3.445 -5.054 -2.368  0.000
C32 -3.503 -3.962 -1.512  0.000
C33 -2.571 -3.821 -0.493  -0.001
H25 1.725 -4.797 2.202  0.000
H26 2.312 -6.573 3.805  0.000
H27 0.739 -8.445 4.219  0.000
H28 -1.428 -8.504 3.025  0.000
H29 -2.014 -6.723 1.427  0.000
H30 -0.748 -6.621 -1.038  0.000
H31 -2.401 -6.867 -2.850  0.000
H32 -4.174 -5.168 -3.162  0.000
H33 -4.289 -3.222 -1.627  0.000
H34 -2.628 -2.993 0.207  0.000
C34 5.603 -3.211 -0.154  0.000
S1 4.402 -4.410 0.472  0.000
C35 3.222 -4.345 -0.833  0.001
C36 2.343 -3.362 -1.080  0.012
S2 2.112 -1.911 -0.114  0.034
S3 1.335 -3.584 -2.486  0.000
C37 1.957 -5.116 -3.001  0.000
S4 1.422 -5.925 -4.316  0.000
S5 3.210 -5.684 -1.948  0.002
H35 6.441 -3.229 0.544  0.000
H36 5.167 -2.214 -0.170  0.001
H37 5.952 -3.500 -1.144  0.000
F1 0.909 0.540 1.339  0.058
Sb1 0.855 -0.596 4.273  0.004
F2 -1.699 -1.508 2.238  0.000
F3 1.101 1.391 4.128  0.000
F4 -0.333 0.011 5.651  0.000
F5 2.736 -0.448 4.617  0.000
F6 1.028 -2.135 5.405  0.000
C38 -0.047 3.218 -1.415  0.000
Si1 1.296 3.369 -0.119  0.042
C39 0.572 3.558 1.579  -0.009
C40 2.410 4.803 -0.568  0.031
As1 2.728 1.483 -0.290  0.660
Si2 4.340 1.494 1.498  -0.031
C41 5.846 2.209 0.654  0.044
C42 3.681 2.596 2.823  0.005
C43 4.701 -0.225 2.085  0.005
Si3 3.586 1.285 -2.501  0.041
C44 4.810 2.631 -2.901  0.049
C45 4.389 -0.385 -2.633  -0.002
C46 2.117 1.392 -3.641  0.013
H38 -0.928 3.766 -1.065  -0.001
H39 -0.346 2.181 -1.595  0.006
H40 0.265 3.648 -2.369  0.003
H41 -0.519 3.605 1.486  0.003
H42 0.916 4.491 2.035  0.000
H43 0.811 2.733 2.260  0.005
H44 1.838 5.735 -0.496  0.003
H45 2.782 4.715 -1.593  -0.002
H46 3.272 4.886 0.101  0.003
H47 5.679 3.214 0.256  0.000
H48 6.183 1.560 -0.160  -0.001
H49 6.656 2.267 1.391  0.003
H50 3.320 3.560 2.459  0.002
H51 4.501 2.782 3.526  0.001
H52 2.873 2.089 3.364  -0.001
H53 5.743 -0.479 1.867  0.001
H54 4.058 -0.983 1.633  -0.002
H55 4.529 -0.277 3.164  -0.001
H56 5.652 2.662 -2.205  -0.008
H57 4.344 3.619 -2.922  -0.004
H58 5.203 2.419 -3.901  0.007
H59 5.126 -0.555 -1.841  0.002
H60 4.900 -0.473 -3.597  -0.001
H61 3.640 -1.176 -2.569  0.000
H62 1.713 2.407 -3.699  0.001
H63 1.314 0.721 -3.319  -0.006
H64 2.426 1.093 -4.648  0.000

No. 5
This record from the Open Molecules 2025 dataset describes an isolated molecule of C6H11FO. The level of theory is ωB97M-V/def2-TZVPD.

Properties
Structure (SMILES): C=C(CF)C(C)(C)O
Lowest unoccupied orbital energy, eV: 0.8
E, hartree: -410.28545
Net charge: 0
Energy relative to the best compared isomer or geometry (same formula, charge and spin), kcal/mol: 18.51
M, g/mol: 118.15
Frontier orbital gap, eV: 10.923
Highest occupied orbital energy, eV: -10.090

Last column: Mulliken charge in e.
CARTESIAN COORDINATES (ANGSTROEM)
C1 -0.572 -1.519 -0.724  -1.584
C2 -0.847 -0.200 -0.041  1.789
C3 -2.105 0.503 -0.443  -2.028
C4 0.411 0.729 0.006  0.251
C5 0.445 2.027 -0.261  -1.017
C6 1.653 0.063 0.555  -0.549
H1 0.158 -2.085 -0.196  0.392
H2 -0.273 -1.367 -1.785  0.328
H3 -1.543 -2.050 -0.755  0.395
H4 -2.272 1.412 0.147  0.446
H5 -2.979 -0.145 -0.285  0.420
H6 -2.145 0.761 -1.497  0.375
H7 -1.265 0.218 1.782  0.415
H8 -0.433 2.466 -0.677  0.313
H9 1.380 2.588 -0.340  0.326
H10 1.333 -0.603 1.379  0.233
H11 2.399 0.731 0.985  0.389
O1 -1.053 -0.614 1.337  -0.605
F1 2.239 -0.737 -0.445  -0.290

No. 6
This record from the Open Molecules 2025 dataset describes a cluster of 2 separate species, C4H9ClO7S in total. The level of theory is ωB97M-V/def2-TZVPD.

Properties
Structure (SMILES): O=C(OCl)OCCCS(=O)(=O)O.O
Lowest unoccupied orbital energy, eV: -0.2
E, hartree: -1542.80501
Net charge: 0
M, g/mol: 236.63
Frontier orbital gap, eV: 10.676
Highest occupied orbital energy, eV: -10.906

Last column: Mulliken charge in e.
CARTESIAN COORDINATES (ANGSTROEM)
O1 -3.898 -0.686 1.332  -0.492
C1 -3.080 -1.112 0.549  0.792
O2 -2.808 -2.448 0.599  -0.255
Cl1 -1.649 -3.060 -0.468  0.039
O3 -2.528 -0.382 -0.439  -0.320
C2 -1.309 0.308 -0.059  -0.712
C3 -0.264 0.058 -1.127  -0.343
C4 0.964 0.981 -1.110  -0.674
S1 1.328 1.651 0.478  1.080
O4 0.346 2.605 0.892  -0.615
O5 1.649 0.591 1.381  -0.612
O6 2.655 2.454 0.121  -0.447
H1 -0.999 0.018 0.935  0.453
H2 -1.558 1.357 -0.058  0.300
H3 -0.764 0.225 -2.072  0.322
H4 0.064 -0.965 -1.145  0.262
H5 0.910 1.812 -1.798  0.424
H6 1.831 0.397 -1.385  0.384
H7 2.760 3.109 0.819  0.377
O7 1.895 -2.458 0.566  -0.601
H8 2.712 -2.810 0.926  0.286
H9 1.742 -1.647 1.063  0.352